A structure of composition C52H47ClFeN6O4P2 in a non-equilibrium geometry. Source: OMol25; level of theory: ωB97M-V/def2-TZVPD.

Last column: Mulliken spin population.
Positions of all 113 atoms, in Å:
Fe1 -1.25103 -1.41263 -0.74555  3.70
C1 -1.14357 -2.94041 5.60123  0.00
C2 -1.52840 -2.04040 4.38728  0.00
C3 -1.52038 -0.75041 4.43433  0.01
C4 -1.85438 0.15185 3.27239  0.05
C5 -2.19215 -0.56575 1.95022  -0.10
N1 -2.30928 -0.06665 0.79484  0.04
C6 -2.63461 1.27355 0.51134  0.02
C7 -3.67083 1.84862 1.19509  0.00
C8 -4.13976 3.11429 0.92445  0.00
C9 -3.57774 3.81622 -0.11355  0.01
C10 -3.99723 5.21990 -0.34752  0.00
C11 -2.51779 3.22937 -0.84649  0.00
C12 -2.13530 1.96598 -0.57887  0.01
N2 -1.25135 1.32171 -1.56447  -0.06
C13 -0.28424 1.95889 -2.14577  0.03
C14 0.12725 1.52328 -3.46088  0.01
C15 -1.23653 -0.04720 -3.49879  0.00
N3 -1.69924 0.17416 -2.10271  0.09
C16 -2.41386 -2.02341 2.11438  0.03
C17 -2.10982 -2.69030 3.19096  0.00
N4 -3.27582 -2.55631 1.15798  -0.01
C18 -4.43645 -3.23541 1.36403  0.01
C19 -5.07012 -3.37837 0.12568  0.00
C20 -4.18291 -2.74431 -0.78489  0.01
N5 -3.09646 -2.28674 -0.14314  0.05
H1 -0.80865 -2.32735 6.42801  0.00
H2 -1.98261 -3.59663 5.88378  0.00
H3 -0.29632 -3.61728 5.36162  0.00
H4 -1.30048 -0.27770 5.36500  -0.01
H5 -0.23931 1.26110 4.05177  0.10
H6 -3.99337 1.25041 2.02740  0.02
H7 -4.86983 3.60269 1.59504  0.00
H8 -4.58395 5.38534 -1.25925  0.00
H9 -4.54115 5.63896 0.49423  0.00
H10 -3.10963 5.94882 -0.44088  0.00
H11 -2.06220 3.70599 -1.71597  0.00
H12 0.05541 2.87401 -1.72150  -0.01
H13 0.95466 2.09936 -3.85390  0.00
H14 -1.76002 -0.93757 -3.90784  -0.01
H15 -2.41039 -3.72590 3.29101  0.00
H16 -4.66814 -3.59343 2.35105  0.00
H17 -6.05587 -3.72328 -0.09331  0.00
H18 -4.25687 -2.75965 -1.85791  0.00
O1 -1.65715 -5.17304 -0.01018  0.00
Cl1 -0.76239 -4.35014 -0.73517  -0.01
O2 0.43150 -5.06008 -1.04736  0.00
O3 -0.31979 -3.14851 0.08557  0.05
O4 -1.34183 -3.79076 -1.94374  0.02
C21 2.41777 0.15186 -1.57806  0.01
N6 2.39600 1.27927 -0.65007  0.02
C22 2.36238 0.70898 0.71944  0.04
P1 0.77646 -0.02468 1.27835  0.01
C23 0.05345 1.49555 1.95111  0.24
C24 -0.89717 1.42802 3.14254  -0.10
C25 -1.60398 2.67053 3.42463  0.33
C26 -1.51315 3.80745 2.70719  -0.10
C27 -0.56446 3.86521 1.69701  0.39
C28 0.21410 2.75002 1.37786  -0.05
C29 1.34305 -0.92531 2.76865  0.03
C30 1.92301 -0.19103 3.81064  0.02
C31 2.37614 -0.83997 4.97071  0.01
C32 2.31888 -2.22039 5.03208  0.00
C33 1.88358 -2.92732 3.92483  0.00
C34 1.31744 -2.27012 2.80320  0.02
C35 3.60083 2.14571 -0.82965  0.00
C36 3.43653 3.36487 -1.46568  0.00
C37 4.55364 4.20047 -1.66437  0.00
C38 5.78846 3.85724 -1.08571  0.00
C39 5.87936 2.62192 -0.43645  0.00
C40 4.82571 1.76792 -0.30716  0.00
P2 0.94219 -0.88759 -2.00119  0.00
C41 0.33899 0.01204 -3.46147  0.04
C42 1.10723 -0.44547 -4.70752  0.00
C43 0.91553 0.04984 -5.92466  0.00
C44 -0.19863 0.85085 -6.44240  0.00
C45 -1.08614 1.44981 -5.71702  0.00
C46 -1.18185 1.35868 -4.20664  0.00
C47 1.83360 -2.36950 -2.57949  -0.02
C48 1.52479 -3.21186 -3.63946  0.01
C49 2.27979 -4.30758 -3.87322  0.00
C50 3.30233 -4.67848 -3.06387  0.00
C51 3.53284 -3.94987 -1.92174  0.00
C52 2.74605 -2.83364 -1.64901  0.02
H19 3.17734 -0.59829 -1.28734  0.00
H20 2.77715 0.45159 -2.59061  0.00
H21 2.74045 1.41116 1.48680  0.00
H22 2.93952 -0.22232 0.84087  0.00
H23 -2.85661 0.60073 3.58732  0.00
H24 -2.27346 2.65837 4.28952  -0.02
H25 -2.06812 4.64460 3.07178  0.01
H26 -0.42726 4.71051 0.98248  -0.01
H27 0.91871 2.80707 0.60776  0.02
H28 2.03180 0.90906 3.82938  0.00
H29 2.93056 -0.25574 5.69644  0.00
H30 2.82342 -2.67403 5.90318  0.00
H31 1.89410 -4.01686 3.99718  0.00
H32 0.89929 -2.83303 2.01465  0.01
H33 2.41145 3.74095 -1.69401  0.00
H34 4.42831 5.18600 -2.09617  0.00
H35 6.67152 4.43979 -1.10445  0.00
H36 6.86363 2.31787 -0.10261  0.00
H37 4.88737 0.82150 0.21009  0.00
H38 1.99312 -1.02913 -4.50024  0.00
H39 1.64228 -0.26874 -6.64902  0.00
H40 -0.35345 0.87642 -7.48733  0.00
H41 -1.91674 2.01907 -6.16164  0.00
H42 -1.98751 2.01844 -3.94170  0.00
H43 0.82371 -2.88921 -4.42253  0.00
H44 2.18596 -4.83952 -4.78397  0.00
H45 3.80512 -5.59362 -3.35632  0.00
H46 4.22076 -4.24870 -1.13890  0.00
H47 2.85319 -2.44227 -0.64306  0.00

Cartesian forces, eV/Å:
Fe -0.041 0.083 0.141
C -0.088 -0.079 -1.337
C -0.114 -3.687 0.587
C 0.280 2.159 -0.690
C -1.736 0.830 -0.225
C 0.841 -0.374 2.133
N -0.045 0.837 -1.073
C 0.123 -0.815 -0.142
C 0.115 -0.267 0.922
C -0.340 0.204 0.495
C 0.946 0.474 -0.206
C 1.241 2.170 -0.524
C -1.286 1.185 -0.507
C 1.267 -1.598 -0.477
N 0.227 0.751 -0.404
C -0.351 0.724 1.379
C 1.566 0.238 0.373
C 0.145 0.531 0.227
N -1.282 -1.379 -0.167
C -0.371 1.528 -1.326
C 0.859 -0.722 2.365
N -0.751 -1.004 -1.042
C -0.247 -0.011 -0.951
C 1.400 1.131 0.655
C 0.334 -0.717 1.155
N -1.191 -0.583 -1.068
H -0.178 0.111 0.235
H 0.199 0.398 0.058
H -0.532 0.461 -0.116
H 0.324 0.558 0.432
H -0.320 0.128 -0.708
H -0.689 0.184 0.230
H 0.291 -0.460 -0.622
H 0.017 -0.247 0.176
H -0.323 -0.242 0.048
H -1.003 -1.264 -0.009
H -0.369 0.220 0.326
H 0.043 0.534 0.346
H -0.047 0.283 -0.205
H 0.303 0.776 0.162
H 0.130 -0.114 -0.152
H -0.260 0.150 0.044
H -0.167 -0.450 0.048
H 0.134 0.355 -0.065
O -0.626 0.445 0.312
Cl 2.037 0.132 -0.616
O -0.134 -0.085 -0.014
O -0.792 -0.295 0.012
O -0.353 0.247 0.289
C 1.405 -0.396 -1.172
N 0.498 -0.164 0.676
C 0.470 -0.291 0.318
P -0.588 0.664 -0.050
C -1.118 0.715 0.726
C 1.244 -1.592 0.667
C -1.207 0.506 0.644
C 0.316 -0.280 0.953
C 0.884 1.010 -2.011
C -0.614 -1.683 1.068
C 0.367 2.893 -0.286
C 0.252 0.203 1.486
C 0.074 0.848 -1.336
C 1.171 -0.043 0.243
C -0.849 -0.457 0.075
C 0.984 -1.827 1.779
C -1.543 -0.522 0.144
C -0.142 0.747 -0.180
C 0.235 0.087 1.110
C -1.689 -1.371 -0.258
C 1.396 0.537 -0.301
C -0.876 -0.364 -0.165
P -0.085 0.128 0.381
C -0.283 -2.138 -1.368
C -0.409 1.575 0.847
C -0.028 -0.591 -0.569
C 1.350 -1.039 -0.312
C -2.182 0.635 1.943
C -0.621 -0.617 -1.478
C -0.647 0.028 1.048
C -0.840 2.002 -0.995
C 0.124 -0.385 -0.946
C 0.722 -0.810 0.514
C -0.199 0.009 0.943
C 0.830 -0.943 0.198
H -0.137 0.439 0.134
H -0.207 0.304 0.659
H -0.261 -0.155 -0.558
H 0.764 0.288 -0.425
H 0.994 -0.410 -0.294
H 0.152 -0.055 -0.184
H -0.300 0.567 -0.282
H -0.309 -0.375 1.088
H 0.937 0.344 -1.223
H -0.210 -0.660 -0.528
H -0.361 -0.101 0.262
H -0.653 -0.198 -0.606
H -0.015 0.266 -0.333
H -0.364 -0.594 -0.833
H 0.968 -0.539 -0.132
H -0.058 -0.122 -0.177
H 0.468 0.800 -0.341
H -0.061 -0.006 0.318
H 0.313 -0.058 -0.007
H -0.023 0.071 -0.291
H 0.159 -0.050 -0.429
H 0.347 0.157 -1.085
H 0.512 -0.376 0.011
H -0.311 0.362 0.576
H 0.072 -0.290 0.595
H -0.576 -0.558 -0.698
H 0.450 0.201 0.423
H 0.146 -0.183 -0.283
H -0.023 0.420 -0.197

Computed properties:
Spin multiplicity: 6
E_HOMO (alpha / beta): -9.2 / -10.3 eV
Orbital gap (alpha / beta): 6.1129 / 6.9987 eV
Energy relative to the best compared isomer or geometry (same formula, charge and spin): 99.7 kcal/mol
DFT total energy: -137284.9041 eV
Lowest unoccupied orbital energy (alpha / beta): -3.05 / -3.26 eV
Charge: +1